The following is a DFT calculation (ωB97M-V with the def2-TZVPD basis set) of the molecule C3H3N3O2.

```
! wB97M-V def2-TZVPD RIJCOSX def2/J DEFGRID3
* xyz 0 1
C -0.933 -0.384 -0.041
C -0.870 1.088 -0.007
C 1.268 -0.644 -0.002
H -1.873 -1.892 0.227
H -1.801 1.708 -0.124
H 2.267 1.206 0.000
N 0.327 1.604 -0.003
N 1.350 0.768 0.019
N 0.052 -1.217 -0.064
O -2.101 -0.986 0.006
O 2.313 -1.251 -0.010
*
```

HOMO-LUMO gap = 9.7 eV
Strongest force on any atom = 2.4 eV/Å
Total energy = -11724.3170 eV
ΔE to the lowest compared entry with this formula, charge and spin = 1.640 eV
Molecular weight = 113.08 g mol⁻¹
SMILES string = O=c1nc(O)cn[nH]1

***

The following is a DFT calculation (ωB97M-V with the def2-TZVPD basis set) of a structure of composition C28H22BF9NO6S4.

```
! wB97M-V def2-TZVPD RIJCOSX def2/J DEFGRID3
* xyz -1 1
C -4.482 1.641 -4.493
C -3.049 1.425 -4.232
C -2.307 0.259 -4.522
C -1.080 0.181 -3.861
C -1.051 1.045 -2.658
B -4.460 -0.748 0.580
C 0.303 1.535 -2.180
C 0.415 2.692 -1.432
C 1.661 3.245 -1.151
C 1.771 4.524 -0.330
F 2.992 4.690 0.269
F 1.580 5.618 -1.142
F 0.819 4.590 0.647
C 2.839 2.688 -1.634
C 2.723 1.539 -2.410
C 3.955 0.920 -3.049
F 3.933 -0.444 -2.958
F 3.970 1.227 -4.390
F 5.121 1.377 -2.513
C 1.484 0.971 -2.671
O -5.636 -0.096 0.742
C -6.460 -1.033 1.503
C -5.737 -2.372 1.466
O -4.520 -2.106 0.703
S -2.142 2.598 -3.414
H -4.819 0.956 -5.281
H -5.038 1.372 -3.576
H -4.680 2.703 -4.732
H -2.698 -0.447 -5.268
H -0.337 -0.599 -4.045
H -0.449 3.203 -1.010
H 3.809 3.169 -1.483
H 1.451 0.058 -3.261
H -6.570 -0.658 2.523
H -7.458 -1.079 1.077
H -5.497 -2.738 2.459
H -6.337 -3.164 1.032
F -2.924 2.214 0.289
C -2.135 1.200 -0.077
F -1.120 1.024 0.784
F -3.253 -0.179 0.591
S -2.214 0.569 -1.572
N 1.930 -0.623 1.187
S 3.073 0.524 1.098
C 3.995 0.021 2.530
C 3.652 0.518 3.786
C 4.209 -0.081 4.917
C 5.136 -1.120 4.791
C 5.495 -1.581 3.523
C 4.939 -0.998 2.377
O 3.930 0.293 -0.046
O 2.462 1.799 1.363
S 1.637 -1.730 0.061
C 0.327 -2.449 1.047
C 0.266 -2.288 2.425
C -0.852 -2.777 3.111
C -1.869 -3.420 2.401
C -1.782 -3.561 1.018
C -0.680 -3.079 0.321
O 0.925 -1.215 -1.091
O 2.704 -2.684 -0.098
H 2.970 1.360 3.851
H 3.910 0.266 5.896
H 5.565 -1.588 5.683
H 6.199 -2.397 3.409
H 5.222 -1.325 1.384
H 1.068 -1.763 2.929
H -0.914 -2.651 4.188
H -2.734 -3.814 2.928
H -2.564 -4.050 0.455
H -0.592 -3.160 -0.762
*
```

HOMO-LUMO gap = 4.7 eV
Strongest force on any atom = 7.7 eV/Å
Total energy = -111641.8672 eV
ΔE to the lowest compared entry with this formula, charge and spin = 4.833 eV
Molecular weight = 778.55 g mol⁻¹